Record 1
The following is a DFT calculation (ωB97M-V with the def2-TZVPD basis set) of an isolated molecule of C5H8O at a distorted geometry.

## Properties
- 2S+1: 1
- LUMO energy: 1.032 eV

Each line ends with the Löwdin charge.
Element x y z (Å)
O: 1.30 1.13 0.29  -0.08
C: 1.37 -0.15 -0.10  -0.24
C: -0.63 0.20 -0.51  -0.20
C: -0.08 1.50 0.11  -0.17
C: -1.70 -0.45 0.20  -0.15
C: 2.16 -1.17 -0.08  0.00
H: -2.74 -0.33 -0.20  0.08
H: -1.66 -0.17 1.22  0.05
H: -0.66 1.55 1.12  0.14
H: -0.64 0.11 -1.66  0.13
H: -1.72 -1.65 0.24  0.13
H: 3.13 -0.91 0.53  0.10
H: -0.05 2.46 -0.58  0.15
H: 1.93 -2.12 -0.58  0.07

Record 2
The following is a DFT calculation (ωB97M-V with the def2-TZVPD basis set) of a structure of composition C5H8O.

## Properties
- 2S+1: 1
- LUMO energy: 0.914 eV

Each line ends with the Löwdin charge.
Element x y z (Å)
O: -1.34 -0.72 1.43  -0.01
C: -0.13 -0.15 1.03  -0.36
C: -0.31 0.55 -1.78  0.07
C: 0.79 -0.93 0.07  -0.09
C: 0.80 0.27 -0.90  -0.35
C: -0.20 1.07 0.08  -0.12
H: 1.76 -1.19 0.50  0.11
H: -1.80 -1.03 0.64  0.09
H: 0.19 2.03 0.40  0.13
H: 0.35 -1.83 -0.37  0.12
H: 0.39 0.12 1.96  0.15
H: -1.06 -0.26 -1.62  0.03
H: 1.74 0.79 -1.09  0.13
H: -1.20 1.28 -0.35  0.11

Record 3
The following is a DFT calculation (ωB97M-V with the def2-TZVPD basis set) of an isolated molecule of C5H8O.

## Properties
- 2S+1: 1
- LUMO energy: -0.046 eV

Each line ends with the Löwdin charge.
Element x y z (Å)
O: -1.47 -1.75 1.46  -0.03
C: -0.49 -2.05 0.52  -0.12
C: 1.47 1.08 -0.62  -0.11
C: 0.14 1.37 0.11  -0.30
C: -1.10 -0.67 0.60  -0.34
C: -0.11 0.26 1.08  0.09
H: 0.51 -2.22 0.91  0.12
H: -1.86 -0.44 -0.15  0.15
H: -0.64 1.57 -0.64  0.10
H: 0.29 2.29 0.70  0.11
H: 1.83 1.98 -1.11  0.07
H: -0.79 -2.65 -0.34  0.12
H: 2.23 0.72 0.07  0.07
H: 1.32 0.31 -1.39  0.07

Record 4
The following is a DFT calculation (ωB97M-V with the def2-TZVPD basis set) of a structure of composition C5H8O at a distorted geometry.

## Properties
- 2S+1: 1
- LUMO energy: 1.106 eV

Each line ends with the Löwdin charge.
Element x y z (Å)
O: -0.41 -1.24 1.08  -0.06
C: 1.18 -0.03 0.38  -0.12
C: 0.20 -0.02 1.54  -0.17
C: 0.44 -1.25 -0.08  -0.21
C: 0.29 0.00 -0.87  -0.24
C: -1.01 0.77 -0.97  -0.06
H: -1.51 0.81 -0.01  0.06
H: 0.78 -2.21 -0.46  0.15
H: 0.90 0.01 -1.78  0.14
H: -0.49 0.96 1.52  0.13
H: 2.24 0.19 0.33  0.13
H: -0.83 1.79 -1.31  0.08
H: 0.11 0.31 2.56  0.10
H: -1.69 0.28 -1.67  0.08

Record 5
The following is a DFT calculation (ωB97M-V with the def2-TZVPD basis set) of a structure of composition C5H8O.

## Properties
- 2S+1: 1
- LUMO energy: 0.773 eV

Each line ends with the Löwdin charge.
Element x y z (Å)
O: -0.41 -0.47 1.89  0.00
C: 0.57 0.12 -1.38  -0.15
C: -0.28 0.02 0.52  -0.61
C: -0.44 -0.86 -0.72  -0.10
C: -1.37 0.84 1.09  0.13
C: 1.08 0.49 0.03  -0.10
H: -1.45 -0.95 -1.13  0.11
H: -1.13 -1.10 1.92  0.12
H: 1.29 -0.29 -2.09  0.10
H: -0.86 1.71 1.54  0.03
H: 0.05 0.96 -1.84  0.11
H: 0.01 -1.85 -0.59  0.12
H: 1.35 1.53 0.25  0.11
H: 1.88 -0.18 0.36  0.12

Record 6
The following is a DFT calculation (ωB97M-V with the def2-TZVPD basis set) of an isolated molecule of C5H8O at a distorted geometry.

## Properties
- 2S+1: 1
- LUMO energy: 0.980 eV

Each line ends with the Löwdin charge.
Element x y z (Å)
O: -1.76 0.42 0.83  0.08
C: -1.32 -0.48 -1.39  -0.03
C: 1.32 0.52 0.53  -0.18
C: 0.35 -0.67 0.56  -0.14
C: 2.40 0.54 -0.24  -0.01
C: -1.03 -0.19 0.08  -0.46
H: 3.02 1.44 -0.22  0.05
H: -2.40 -0.26 -1.70  0.10
H: 2.67 -0.27 -0.97  0.08
H: 0.77 -1.43 -0.13  0.11
H: 0.29 -1.04 1.60  0.13
H: 1.06 1.36 1.15  0.10
H: -0.62 0.13 -2.02  0.09
H: -1.06 -1.59 -1.60  0.10

Record 7
The following is a DFT calculation (ωB97M-V with the def2-TZVPD basis set) of an isolated molecule of C5H8O at a distorted geometry.

## Properties
- 2S+1: 1
- LUMO energy: 1.191 eV

Each line ends with the Löwdin charge.
Element x y z (Å)
O: 1.51 -1.62 0.39  -0.03
C: -1.70 -0.31 -0.32  -0.11
C: -1.20 1.10 -0.33  -0.12
C: -0.43 0.02 0.40  -0.25
C: 0.84 -0.51 -0.19  -0.29
C: 2.12 -0.33 0.48  -0.12
H: 2.10 0.10 1.47  0.11
H: -1.74 1.78 0.32  0.10
H: 0.82 -0.57 -1.28  0.15
H: -2.62 -0.57 0.20  0.10
H: 3.02 -0.16 -0.11  0.11
H: -0.39 0.34 1.43  0.14
H: -1.53 -0.85 -1.24  0.10
H: -0.79 1.57 -1.22  0.10

Record 8
The following is a DFT calculation (ωB97M-V with the def2-TZVPD basis set) of a structure of composition C5H8O at a distorted geometry.

## Properties
- 2S+1: 1
- LUMO energy: 1.089 eV

Each line ends with the Löwdin charge.
Element x y z (Å)
O: -0.90 -0.47 1.02  -0.08
C: -1.40 -1.04 -0.22  -0.12
C: 1.57 0.02 0.62  -0.08
C: -0.79 0.10 -0.98  -0.16
C: 0.69 0.30 -0.66  -0.13
C: -0.47 0.69 0.29  -0.31
H: 1.26 0.50 1.59  0.09
H: -0.99 -2.03 -0.42  0.12
H: 1.07 1.10 -1.29  0.12
H: -0.48 1.64 0.79  0.15
H: -1.24 0.73 -1.73  0.14
H: 1.68 -1.03 0.86  0.07
H: 2.49 0.52 0.37  0.07
H: -2.49 -1.05 -0.24  0.12

Record 9
The following is a DFT calculation (ωB97M-V with the def2-TZVPD basis set) of a cluster of 2 separate species, C5H8O in total.

## Properties
- 2S+1: 1
- LUMO energy: 0.835 eV

Each line ends with the Löwdin charge.
Element x y z (Å)
O: -2.51 -0.60 -0.04  -0.01
C: 0.77 0.24 0.03  -0.19
C: 2.04 0.97 0.37  -0.10
C: -2.17 0.37 0.60  -0.19
C: -0.28 -1.77 -1.20  -0.01
C: 0.43 -0.82 -0.65  -0.11
H: 2.14 1.01 1.46  0.07
H: -1.87 0.30 1.66  0.09
H: 2.94 0.53 -0.06  0.07
H: -0.51 -2.68 -0.66  0.07
H: -0.74 -1.64 -2.18  0.07
H: -2.11 1.38 0.15  0.09
H: -0.09 0.70 0.50  0.05
H: 1.96 2.01 0.02  0.07

Record 10
The following is a DFT calculation (ωB97M-V with the def2-TZVPD basis set) of an isolated molecule of C5H8O.

## Properties
- 2S+1: 1
- LUMO energy: 0.876 eV

Each line ends with the Löwdin charge.
Element x y z (Å)
O: 2.04 1.08 -0.70  0.11
C: -0.70 1.25 1.18  -0.06
C: 1.20 0.25 -0.47  -0.36
C: 0.70 -1.00 -1.22  -0.08
C: -0.61 -0.83 -0.40  -0.16
C: 0.11 0.09 0.61  -0.29
H: -1.06 -1.72 0.03  0.11
H: -0.06 1.96 1.70  0.08
H: 1.24 -1.92 -0.96  0.12
H: 0.56 -1.00 -2.31  0.11
H: -1.24 1.78 0.38  0.08
H: -1.47 0.91 1.90  0.08
H: -1.33 -0.26 -1.00  0.11
H: 0.48 -0.54 1.43  0.15

Record 11
The following is a DFT calculation (ωB97M-V with the def2-TZVPD basis set) of an isolated molecule of C5H8O.

## Properties
- 2S+1: 1
- LUMO energy: 0.780 eV

Each line ends with the Löwdin charge.
Element x y z (Å)
O: 0.88 0.85 -1.54  0.01
C: -0.63 1.41 1.09  0.11
C: -0.23 -1.14 -0.56  -0.11
C: 0.33 0.37 0.90  -0.35
C: -0.12 -1.10 0.98  -0.15
C: -0.11 0.39 -0.69  -0.36
H: -1.13 -1.58 -0.99  0.11
H: 0.65 -1.60 -1.03  0.12
H: -1.08 0.86 -0.87  0.14
H: 0.58 1.66 -1.97  0.11
H: 0.61 -1.79 1.41  0.10
H: 1.41 0.53 0.92  0.14
H: -1.08 -1.20 1.49  0.11
H: -0.08 2.35 0.85  0.03

Record 12
The following is a DFT calculation (ωB97M-V with the def2-TZVPD basis set) of an isolated molecule of C5H8O at a distorted geometry.

## Properties
- 2S+1: 1
- LUMO energy: 0.972 eV

Each line ends with the Löwdin charge.
Element x y z (Å)
O: -2.27 -0.81 -1.07  0.10
C: -0.56 -1.19 0.58  0.00
C: 1.68 0.31 -0.30  -0.08
C: 0.38 0.26 0.48  -0.26
C: -1.47 -0.40 -0.28  -0.50
C: -0.81 0.94 -0.22  -0.09
H: -0.92 -1.35 1.61  0.11
H: -0.49 -2.20 0.10  0.12
H: 1.51 -0.10 -1.30  0.08
H: 2.09 1.32 -0.43  0.08
H: -0.68 1.28 -1.25  0.13
H: 0.50 0.58 1.52  0.12
H: -1.40 1.66 0.35  0.12
H: 2.43 -0.30 0.21  0.07

One value per record, in order, for DFT total energy: -270.388051, -270.386176, -270.380116, -270.417884, -270.380253, -270.520132, -270.469889, -270.386398, -270.441464, -270.524585, -270.384862, -270.502883 hartree.
One value per record, in order, for E_HOMO: -8.480, -8.517, -8.504, -8.991, -8.397, -9.456, -10.114, -8.119, -9.448, -9.577, -8.323, -9.415 eV.
One value per record, in order, for ΔE to the lowest compared entry with this formula, charge and spin: 4.622, 4.673, 4.838, 3.810, 4.834, 1.028, 2.395, 4.667, 3.168, 0.906, 4.708, 1.497 eV.